# 1
Formula: C5H7NO
Source: the OMol25 dataset
Level of theory: ωB97M-V/def2-TZVPD

Last column: Mulliken charge in e.
Cartesian coordinates (Å):
H: 2.850 -1.921 0.279  0.2645
N: 1.837 -0.086 1.088  -0.4182
C: 1.299 -0.445 -0.119  0.4371
H: -0.946 -0.516 0.313  0.2526
H: -2.868 0.230 -0.768  0.2324
O: -2.014 1.985 -0.045  -0.4996
H: -1.998 1.258 -1.949  0.2972
C: -1.988 0.869 -0.932  -0.4417
C: 0.481 0.082 -1.012  -0.6130
C: -0.788 0.061 -0.609  -0.0772
H: 1.280 -2.170 1.221  0.2138
C: 1.922 -1.504 0.643  -0.2372
H: -1.732 1.659 0.822  0.3299
H: 2.664 0.498 1.068  0.2595

Computed properties:
- ΔE to the lowest compared entry with this formula, charge and spin: 126.3 kcal/mol
- Total charge: 0
- Gap between HOMO and LUMO: 9.30 eV
- HOMO: -8.76 eV
- Structure (SMILES): OCC=C=C1CN1

# 2
Formula: C5H7NO
Source: the OMol25 dataset
Level of theory: ωB97M-V/def2-TZVPD

Last column: Mulliken charge in e.
Cartesian coordinates (Å):
O: 0.212 -1.727 -0.349  -0.3477
H: 1.066 -0.520 -1.766  0.3463
H: -1.671 -2.121 -1.107  0.3951
C: 0.709 0.789 0.061  -0.2796
C: -0.023 0.659 1.366  -0.5929
H: 1.833 -0.350 0.007  0.4146
H: -0.036 1.471 2.097  0.2908
H: -0.066 -0.333 1.807  0.2136
H: 1.336 1.686 -0.099  0.4048
C: 1.127 -0.723 -0.700  -0.6671
C: -1.064 -1.317 -0.687  0.0298
C: -0.757 0.885 0.062  -0.0473
N: -1.532 -0.156 -0.548  -0.5263
H: -1.174 1.867 -0.097  0.3659

Computed properties:
- ΔE to the lowest compared entry with this formula, charge and spin: 90.3 kcal/mol
- Total charge: 0
- Gap between HOMO and LUMO: 10.24 eV
- HOMO: -9.17 eV
- Structure (SMILES): C1=N[C@H]2C[C@H]2CO1